Entry 1:
# C30H44F16N2O6

2 unconnected molecules or ions with the total composition C30H44F16N2O6 at a distorted geometry (ωB97M-V/def2-TZVPD, the Open Molecules 2025 dataset).

Positions of all 98 atoms, in Å:
F -3.9730 4.4397 1.4889
F -6.7648 3.0451 1.7569
F -1.6536 -7.2357 -0.1590
F -6.0333 1.2942 -0.9236
F -7.3564 -0.8778 -0.7885
F 0.0424 -6.2884 -1.1058
F -3.9772 0.9660 0.9320
F -4.0944 2.3043 2.6727
F -2.8870 2.4041 -1.1982
F -6.2747 1.0747 2.5749
F -8.0573 -0.6424 1.2576
F -5.9476 -1.0963 0.8604
F -5.0526 3.8535 -0.3265
F -2.4338 4.5770 -0.6302
F -0.8957 -8.0016 -2.0201
F -7.9629 1.7400 0.0236
O -2.5266 -4.9624 -1.3124
O 1.2056 -0.3878 -0.2506
O 0.1976 2.9602 -4.3795
O 2.5518 1.3634 -2.1596
O -2.3501 -6.0353 -3.2796
O 2.3393 3.2340 -4.1232
N 0.1972 1.6185 -0.3412
N 2.8480 3.0598 -0.6357
C 2.5756 2.0085 2.3869
C 2.6376 1.6188 -0.7649
C -7.0178 -0.3787 0.4449
C 4.7835 1.4684 3.6381
C -1.1471 -6.8718 -1.3510
C 4.7858 3.7925 -2.1445
C -2.0817 -5.9340 -2.1181
C -1.6041 2.9277 0.8446
C 2.1133 -3.5731 -1.6746
C 0.0012 1.5675 -1.8317
C 1.2618 2.6393 -3.8035
C 2.4725 -3.4023 0.9373
C -6.0938 1.8998 1.4769
C 1.7210 0.9137 1.6608
C 1.2535 1.4581 -2.7393
C 1.8859 -2.7207 -0.3608
C -4.1113 3.4204 0.5584
C -4.7994 -4.5140 -2.0634
C 1.8556 -2.7358 2.2392
C 1.5018 0.9814 0.1129
C -3.3875 -3.9840 -1.9222
C -2.7121 3.3010 -0.1776
C 4.2607 3.4761 -0.7036
C 0.3863 0.7286 2.5127
C -6.7315 1.1565 0.2367
C 4.1508 1.8169 2.2144
C 2.3476 -1.2005 -0.5220
C -0.1298 2.9558 0.2324
C -4.5333 2.1386 1.3743
C 4.0392 -3.4909 0.9472
H 0.5876 0.1890 3.4676
H 4.7284 2.8650 -2.7725
H 4.9905 2.7768 -0.2222
H -0.4149 0.1863 1.9542
H -0.0019 1.7406 2.8042
H 0.5149 3.2967 1.0691
H 3.6083 1.1439 -0.4391
H -5.4621 -3.7415 -2.4558
H 0.7705 -2.6945 -0.2082
H 1.1287 0.5390 -3.3776
H -0.1262 3.7930 -0.5126
H 4.3412 -4.1880 0.1238
H 1.0617 -2.0204 1.9128
H 4.6328 2.7768 1.9167
H 4.3440 -4.0060 1.8963
H 5.8752 1.2681 3.4944
H 1.1443 -3.9926 -2.0509
H -5.1806 -4.8518 -1.0977
H -1.6021 3.7506 1.6093
H -2.9792 -3.6597 -2.8809
H 2.8106 -4.4113 -1.4403
H -0.5953 2.4554 -2.1757
H 4.2610 0.6249 4.1421
H 1.3623 -3.5322 2.8429
H 2.6239 -2.1700 2.8228
H 5.8412 4.1651 -2.0958
H 4.4099 0.9571 1.5552
H 4.3332 4.4390 -0.1214
H 2.2726 -0.0390 1.8883
H 2.2930 3.0711 2.2128
H 2.4626 3.4850 0.1998
H 4.1365 4.5458 -2.6453
H 2.4133 1.8384 3.4890
H 2.5403 -2.9793 -2.5159
H -4.8345 -5.3706 -2.7378
H -0.6682 0.6977 -2.0616
H 2.6988 -1.0994 -1.5748
H 4.7305 2.4237 4.2249
H 3.1921 -1.0387 0.1971
H -0.5243 0.9851 0.0354
H -3.3861 -3.1171 -1.2607
H 4.5540 -2.5066 0.8645
H 2.0903 -4.4609 0.9250
H -1.8045 1.9946 1.4251

Its total charge is 0. The value obtained for the HOMO-LUMO gap is 0.2380 hartree. For the LUMO energy, the calculation gives -0.3715 eV. The electronic energy is -3328.19162 Eh. For the HOMO energy, the calculation gives -6.847 eV. As for the SMILES: CCC[C@@H](C)[C@]1(OC[C@@H](C)C(C)C)[C@H](NCC)O[C@H](C(=O)[O-])C[N@@H+]1CCC(F)(F)C(F)(F)C(F)(F)C(F)(F)C(F)(F)C(F)(F)F.CCOC(=O)C(F)(F)F.

Entry 2:
# C20H44N4O13S2

7 unconnected molecules or ions with the total composition C20H44N4O13S2 at a distorted geometry (ωB97M-V/def2-TZVPD, the Open Molecules 2025 dataset).

Positions of all 83 atoms, in Å:
S 2.4212 -1.0682 -1.6498
S 2.7987 -9.1509 4.4091
O 4.2758 -8.5087 4.9140
O 2.5067 -10.3234 5.2522
O -8.2601 4.8192 -5.2624
O 1.8430 -8.0016 4.3477
O 1.8431 -2.2418 -0.5789
O 3.5633 -1.4715 -2.4766
O 6.8627 7.7031 1.6472
O 3.5005 -9.4707 2.9047
O -5.1326 -4.7283 -5.8634
O 2.6032 0.2014 -0.9444
O 1.0176 -0.9861 -2.5030
O 0.9196 0.9151 6.4042
O -4.7599 2.1902 1.3679
N -3.0380 2.4554 2.9403
N 2.9430 0.8338 5.6221
N -7.1796 4.8454 -3.4120
N 8.6366 8.1766 0.4297
C -3.6711 -4.6611 -7.7349
C -7.4443 4.2475 -4.5662
C -7.9211 5.9339 -2.7259
C -4.2724 -5.8465 -5.6974
C -6.6928 3.0449 -4.9897
C -4.1563 1.8512 2.4429
C 1.8018 0.2775 5.9668
C 4.2627 -8.3240 2.5692
C 8.2134 5.8849 1.0774
C 0.0658 -1.9554 -2.1930
C 1.6229 -1.2332 5.7905
C -3.7631 -6.0613 -7.0815
C -2.1927 3.2809 2.0575
C 5.0380 -7.9620 3.8536
C 7.8267 7.3336 0.9796
C -4.8655 0.8348 3.4016
C -4.6764 -3.9120 -6.9541
C 8.4463 9.5904 0.3364
C 3.2718 2.2305 5.9631
C 0.3907 -2.3323 -0.6704
H 7.4204 5.3315 0.5743
H 1.5482 -1.7785 6.7313
H 2.5299 -1.5244 5.2607
H 0.7946 -1.5052 5.1363
H 4.9947 -8.4071 1.7658
H -4.4024 -6.7138 -7.6762
H 2.3685 2.8267 6.0917
H -2.7656 -6.5005 -7.0770
H -6.6714 2.9385 -6.0743
H 9.4116 7.8059 -0.1013
H 3.8435 2.6792 5.1507
H -1.7507 3.9791 2.7683
H -4.6227 -6.6644 -5.0678
H 7.3710 9.6826 0.1833
H 9.1934 10.0343 -0.3215
H -2.6711 1.8988 3.6991
H -4.1017 -3.0766 -6.5542
H -0.9531 -1.6028 -2.3524
H -0.0646 -3.2818 -0.3887
H -7.2697 2.2223 -4.5672
H -5.7050 2.9926 -4.5317
H -8.3347 5.5918 -1.7773
H -8.7608 6.2710 -3.3337
H -4.5041 0.9745 4.4204
H 0.2100 -2.6949 -2.9807
H 3.6423 -7.5054 2.2045
H 7.9854 5.7517 2.1349
H -2.6657 3.7930 1.2196
H -3.3900 -5.5103 -5.1528
H -5.5402 -3.5577 -7.5166
H 6.0168 -8.4389 3.9047
H 8.6478 10.1214 1.2667
H -4.7877 -0.1809 3.0137
H -3.9476 -4.6470 -8.7891
H -6.5136 4.3536 -2.8335
H 9.2147 5.6831 0.6969
H -7.1831 6.7013 -2.4923
H -2.7004 -4.1904 -7.5792
H -5.9095 1.1141 3.5435
H 5.0711 -6.8987 4.0912
H 3.6522 0.1490 5.4027
H 3.9204 2.2203 6.8391
H 0.0864 -1.5429 0.0169
H -1.3563 2.6944 1.6772

Its total charge is 0. The value obtained for the HOMO-LUMO gap is 0.3367 hartree. For the LUMO energy, the calculation gives -0.0543 eV. The electronic energy is -2781.81395 Eh. For the HOMO energy, the calculation gives -9.218 eV. As for the SMILES: O=S1(=O)OCCO1.O=S1(=O)OCCO1.CNC(C)=O.CNC(C)=O.CNC(C)=O.CNC(C)=O.C1CCOC1.

Entry 3:
# C4H7NO4

A single C4H7NO4 molecule at a distorted geometry (ωB97M-V/def2-TZVPD, the Open Molecules 2025 dataset).

Positions of all 16 atoms, in Å:
O 0.6596 1.6557 0.6588
O -2.7914 -1.1009 0.2054
O 1.2274 1.1605 -1.5321
O -1.4647 0.1526 -0.8324
N 2.3546 -0.7701 0.7093
C -1.6772 -0.6810 0.1995
C -0.3345 -0.8378 0.9680
C 0.8134 0.9132 -0.2921
C 0.9358 -0.6576 0.0825
H -0.4099 -0.0967 1.7072
H 0.9156 -1.4901 -0.6487
H -0.3534 -1.8396 1.4391
H 1.2567 2.1296 -1.7652
H -2.2133 -0.0759 -1.3518
H 2.1386 -0.6630 1.6758
H 2.7108 0.0613 0.2332

The relative energy (zero: lowest compared OMol25 entry of this formula, charge and spin) is 1.9369 eV. Its total charge is 0. The value obtained for the HOMO-LUMO gap is 0.3878 hartree. For the LUMO energy, the calculation gives 0.4690 eV. The electronic energy is -512.31129 Eh. For the HOMO energy, the calculation gives -10.083 eV. As for the SMILES: N[C@@H](CC(=O)O)C(=O)O.

Which of these has the highest electronic energy? C4H7NO4

Please write out number 3 again, unchanged.
# C4H7NO4

A single C4H7NO4 molecule at a distorted geometry (ωB97M-V/def2-TZVPD, the Open Molecules 2025 dataset).

Positions of all 16 atoms, in Å:
O 0.6596 1.6557 0.6588
O -2.7914 -1.1009 0.2054
O 1.2274 1.1605 -1.5321
O -1.4647 0.1526 -0.8324
N 2.3546 -0.7701 0.7093
C -1.6772 -0.6810 0.1995
C -0.3345 -0.8378 0.9680
C 0.8134 0.9132 -0.2921
C 0.9358 -0.6576 0.0825
H -0.4099 -0.0967 1.7072
H 0.9156 -1.4901 -0.6487
H -0.3534 -1.8396 1.4391
H 1.2567 2.1296 -1.7652
H -2.2133 -0.0759 -1.3518
H 2.1386 -0.6630 1.6758
H 2.7108 0.0613 0.2332

The relative energy (zero: lowest compared OMol25 entry of this formula, charge and spin) is 1.9369 eV. Its total charge is 0. The value obtained for the HOMO-LUMO gap is 0.3878 hartree. For the LUMO energy, the calculation gives 0.4690 eV. The electronic energy is -512.31129 Eh. For the HOMO energy, the calculation gives -10.083 eV. As for the SMILES: N[C@@H](CC(=O)O)C(=O)O.

Among the records above, which one has the highest electronic energy? C4H7NO4

The highest electronic energy belongs to which entry? C4H7NO4